[1]
DFT (ωB97M-V/def2-TZVPD) results for C3H10Si2 in the gas phase at a distorted geometry.

```
15
Properties=species:S:1:pos:R:3
C -1.8628 -0.6636 0.9758
C -0.6253 -0.8798 0.2234
C 0.5233 0.1238 -0.1458
Si 2.2654 -0.5976 -0.6934
Si -0.2396 1.9257 -0.3485
H -2.6770 -1.1452 0.3186
H -1.8938 -1.4144 1.8783
H -2.1687 0.2609 1.1958
H -0.4229 -1.9822 0.0748
H 2.2011 -2.1458 -0.3140
H 3.2912 -0.0085 0.1472
H 2.7680 -0.5284 -2.1955
H -0.4159 1.8935 -1.7097
H -1.4933 2.2027 0.4500
H 0.7502 2.9590 0.1430
```

As for the SMILES: CC=C([SiH3])[SiH3]. The orbital gap is 9.3 eV. The value obtained for the LUMO energy is 0.55 eV. As for the energy above the lowest of the compared OMol25 structures with the same formula, charge and spin: 48.0 kcal per mole.

***

[2]
DFT (ωB97M-V/def2-TZVPD) results for C13H21InN7O2S2 as an isolated structure.

```
46
Properties=species:S:1:pos:R:3
In -1.1689 0.8863 0.8860
C 4.9840 2.1587 1.3114
C 3.7518 2.2791 2.1198
N 3.3525 3.3201 2.7907
N 2.1628 2.9277 3.3259
C 1.7982 1.6832 2.9726
S 0.3646 0.9085 3.3993
N 2.8455 1.2617 2.2240
N 3.0204 0.0098 1.6294
H 5.6500 2.9876 1.5366
H 4.7225 2.1680 0.2524
H 5.4743 1.2090 1.5268
H 1.5716 3.5722 3.8215
H 2.1815 -0.5228 1.8686
H 2.9463 0.1888 0.6203
N -0.7321 1.9502 -1.7299
N 0.6594 1.9692 -1.9459
C 1.4640 1.7689 -0.8141
O 2.6909 1.8610 -0.9498
O 0.8754 1.4742 0.2695
H -1.2123 1.7671 -2.6029
H -1.1028 2.7989 -1.3002
H 1.0286 2.6682 -2.5802
S -2.7303 2.5327 1.1957
C -3.9877 -1.1047 -3.0389
N -3.2888 -1.7261 -1.9335
C -4.0820 -1.6331 -0.7188
C -1.9870 -1.0937 -1.7434
C -1.1437 -1.8224 -0.7274
C -0.7838 -3.1373 -1.0182
C -0.0538 -3.8922 -0.1169
C 0.3074 -3.3338 1.1002
C -0.0509 -2.0243 1.3911
C -0.7653 -1.2360 0.4853
H -4.9344 -1.6188 -3.2117
H -3.3864 -1.1821 -3.9463
H -4.2060 -0.0384 -2.8569
H -5.0394 -2.1336 -0.8721
H -4.2706 -0.5877 -0.4246
H -3.5598 -2.1251 0.1016
H -2.1095 -0.0410 -1.4427
H -1.4768 -1.0902 -2.7121
H -1.0986 -3.5717 -1.9604
H 0.2249 -4.9105 -0.3580
H 0.8672 -3.9165 1.8228
H 0.2269 -1.6091 2.3534
```

The orbital gap is 6.8 eV. The value obtained for the LUMO energy is 2.80 eV. Its charge is -1. As for the energy above the lowest of the compared OMol25 structures with the same formula, charge and spin: 9.5 kcal per mole.

***

[3]
DFT (ωB97M-V/def2-TZVPD) results for C25H69F3KO30P7 as an isolated structure at a distorted geometry.

```
135
Properties=species:S:1:pos:R:3
K 8.7223 12.7888 6.8034
C 9.3731 9.3438 7.5293
O 7.9690 9.6345 7.4534
O 10.0060 10.1511 6.5321
C 9.7309 9.3098 9.0588
F 9.5520 10.4844 9.6968
F 8.9725 8.3861 9.6718
F 10.9722 8.9738 9.2609
C 7.1675 9.2084 6.3247
C 5.8558 10.0031 6.3480
H 5.3603 9.9532 5.3784
H 5.1768 9.7906 7.1737
H 6.1026 11.0426 6.5640
H 6.8535 8.1667 6.3898
H 7.7138 9.3296 5.3893
H 9.2962 8.2857 7.2791
C 3.7054 11.6561 8.9626
O 3.9991 12.8844 9.5695
P 5.3537 13.7588 9.1658
O 6.4420 12.9150 8.5208
O 4.7655 14.9487 8.2507
C 5.6258 15.8061 7.4989
O 5.7398 14.4470 10.5520
C 6.9982 14.1825 11.2053
H 2.7253 11.6604 8.4856
H 3.6529 10.8634 9.7089
H 4.4571 11.3063 8.2549
H 5.3890 16.8432 7.7362
H 5.4798 15.7690 6.4193
H 6.6900 15.6312 7.6569
H 6.9433 14.1165 12.2920
H 7.7862 14.8756 10.9110
H 7.3022 13.1764 10.9162
C 2.1977 9.2088 4.0029
O 1.2754 10.0743 4.6172
P 1.5808 11.6608 4.7858
O 1.8072 12.3734 3.5055
O 2.8661 11.6854 5.7939
C 3.5314 12.8895 6.0385
O 0.4284 12.2511 5.7405
C 0.1282 11.5773 6.8567
H 1.7412 8.9066 3.0604
H 2.3864 8.2907 4.5593
H 3.1882 9.5430 3.6943
H 3.0595 13.3600 6.9011
H 3.4006 13.5907 5.2143
H 4.6065 12.8187 6.2036
H -0.8856 11.1803 6.9079
H 0.1145 12.2354 7.7255
H 0.7412 10.7323 7.1705
C 6.5388 10.1343 10.8106
O 5.2766 10.1885 11.4767
P 4.6669 8.8028 12.0885
O 4.3337 7.7979 11.0699
O 3.3630 9.3153 12.9209
C 2.4742 8.3610 13.5093
O 5.7100 8.3529 13.2322
C 6.0923 9.2608 14.2103
H 7.0338 10.9854 11.2783
H 6.4585 10.3557 9.7463
H 7.1814 9.2633 10.9389
H 1.4981 8.5948 13.0842
H 2.3123 8.3810 14.5870
H 2.6390 7.3197 13.2324
H 7.1431 9.2454 14.4993
H 5.5077 9.0808 15.1126
H 5.8595 10.3061 14.0071
C 11.9798 13.2646 10.6485
O 12.2496 13.7323 12.0175
P 11.2604 13.3283 13.2178
O 9.8070 13.6512 12.9753
O 11.6499 11.7556 13.4937
C 10.9560 10.7774 12.7630
O 11.8721 14.1775 14.4350
C 11.6597 13.8396 15.7707
H 11.7510 14.1389 10.0392
H 11.1560 12.5617 10.5240
H 12.9460 12.8664 10.3387
H 10.7359 9.9331 13.4163
H 11.6407 10.4331 11.9879
H 10.0765 11.1319 12.2254
H 11.0285 12.9686 15.9470
H 11.2245 14.7483 16.1865
H 12.5993 13.6299 16.2819
C 8.1341 11.1252 3.1834
O 8.2780 12.4153 2.6174
P 7.3178 13.6170 3.1288
O 7.2193 13.7036 4.6081
O 7.8792 14.9495 2.3454
C 7.2820 16.2026 2.5185
O 5.9136 13.3366 2.3034
C 4.9942 12.3962 2.6927
H 8.2012 10.4892 2.3007
H 7.2302 10.9778 3.7744
H 8.9548 10.8184 3.8319
H 7.7970 16.9391 3.1354
H 6.3086 16.0974 2.9976
H 7.0943 16.5814 1.5139
H 4.9673 11.5386 2.0205
H 3.9749 12.7803 2.7326
H 5.1683 12.0445 3.7096
C 14.5179 14.9474 4.0640
O 13.3415 14.9386 4.8742
P 12.2148 13.8474 4.4663
O 10.9143 13.8554 5.2398
O 12.1111 14.0498 2.8519
C 11.2130 15.0265 2.3218
O 13.0776 12.4331 4.5292
C 12.4942 11.2354 4.0472
H 15.3597 14.8136 4.7434
H 14.6798 15.9365 3.6354
H 14.7010 14.0880 3.4192
H 10.4127 14.4772 1.8259
H 11.7152 15.7197 1.6470
H 10.7680 15.7038 3.0508
H 12.8474 10.4224 4.6816
H 12.9146 11.1494 3.0452
H 11.4295 11.2848 3.8193
C 9.5396 16.7674 5.7249
O 10.0778 17.1637 6.9261
P 9.5868 16.4410 8.3639
O 9.4172 14.9460 8.3255
O 10.8174 16.8324 9.3232
C 10.6058 16.6515 10.7092
O 8.3173 17.3386 8.8918
C 8.2701 18.7756 8.9117
H 8.7332 16.0350 5.6868
H 10.3496 16.2377 5.2235
H 9.2241 17.6901 5.2380
H 10.1986 17.5821 11.1047
H 11.5747 16.5961 11.2055
H 10.0014 15.7775 10.9515
H 9.3061 19.1065 8.8398
H 8.0392 19.1809 9.8968
H 7.5778 19.1015 8.1354
```

The orbital gap is 7.1 eV. The value obtained for the LUMO energy is 0.07 eV. As for the energy above the lowest of the compared OMol25 structures with the same formula, charge and spin: 10.2 kcal per mole.

***

[4]
DFT (ωB97M-V/def2-TZVPD) results for C11H16AsF6NiOP2 as an isolated structure.

```
38
Properties=species:S:1:pos:R:3
Ni 0.6954 0.0061 1.4318
C -1.6907 -2.0371 0.3464
P -0.0442 -1.4882 -0.1026
C 1.0614 -2.8995 -0.0210
C -0.0004 -0.7101 -1.7172
C -0.0334 -1.4270 -2.9069
C -0.0406 -0.7346 -4.1127
C -0.0204 0.6535 -4.1286
C 0.0087 1.3743 -2.9396
C 0.0217 0.6866 -1.7329
P 0.0136 1.5047 -0.1339
C -1.6106 2.1528 0.2647
C 1.1822 2.8682 -0.0945
H -1.9877 -2.8005 -0.3785
H -2.4038 -1.2162 0.3211
H -1.6754 -2.4714 1.3472
H 0.6359 -3.6938 -0.6407
H 1.1232 -3.2640 1.0060
H 2.0537 -2.6429 -0.3896
H -0.0454 -2.5100 -2.9124
H -0.0553 -1.2849 -5.0437
H -0.0190 1.1822 -5.0722
H 0.0300 2.4566 -2.9714
H -1.8568 2.8932 -0.5017
H -1.5938 2.6323 1.2441
H -2.3624 1.3667 0.2620
H 0.8039 3.6539 -0.7542
H 2.1674 2.5518 -0.4343
H 1.2460 3.2714 0.9178
O 3.8609 -0.1298 1.6625
C 2.7810 -0.0931 1.3965
F -1.1892 0.1227 2.3535
As -0.3831 0.0206 4.0054
F 0.5969 -1.2254 3.0596
F 0.6610 -0.0924 5.3030
F 0.8003 1.1296 3.1124
F -1.2579 1.3636 4.4971
F -1.4731 -1.1699 4.4575
```

The orbital gap (alpha / beta) is 7.0 / 8.2 eV. Its spin multiplicity is 2. The value obtained for the LUMO energy (alpha / beta) is -10.10 / -8.85 eV. Its expectation value of S² is 0.8823. Its charge is +2. As for the energy above the lowest of the compared OMol25 structures with the same formula, charge and spin: 0.7 kcal per mole.